(1)
Molecular formula: C19H46Br3O12P3
Method: DFT, ωB97M-V with the def2-TZVPD basis set

The geometry in XYZ format:
```
83
Properties=species:S:1:pos:R:3:forces:R:3
C 4.25453 -0.92772 -15.92738 -0.63 1.76 -0.10
C 5.49682 -1.58760 -16.32541 0.55 0.64 -1.10
O 5.32209 -2.96801 -16.16692 0.27 -2.94 -1.09
P 5.83658 -3.98119 -17.32941 2.65 1.37 0.86
O 7.09976 -3.51446 -18.00055 -2.20 -1.36 0.90
O 4.60620 -4.05394 -18.36156 -0.42 1.51 2.71
C 4.70014 -4.71723 -19.53442 0.61 -2.19 -2.59
C 3.36344 -4.89393 -20.21523 -0.35 0.49 0.30
O 5.93561 -5.42173 -16.56312 -0.08 2.07 -1.40
C 4.78061 -5.94542 -15.91238 -0.43 -0.89 0.22
C 4.72352 -7.44322 -16.20200 -0.24 0.53 0.09
H 3.44710 -1.42080 -16.46870 -0.39 -0.10 0.69
H 4.13946 -0.70233 -14.86717 -0.39 -0.57 -0.05
H 4.33999 0.03768 -16.42618 -0.28 0.47 0.21
H 5.55654 -1.32585 -17.38183 0.64 -0.39 -0.26
H 6.39586 -1.20929 -15.83889 0.02 -0.38 0.21
H 5.40528 -4.32571 -20.26761 0.20 0.85 0.30
H 5.11072 -5.71077 -19.35441 0.00 -0.42 0.10
H 2.76137 -5.60485 -19.64938 -0.11 -0.17 -0.33
H 2.79973 -3.96162 -20.24880 0.08 0.19 0.14
H 3.51521 -5.16604 -21.25975 -0.06 -0.45 0.14
H 4.85152 -5.74039 -14.84419 0.08 0.11 -0.03
H 3.87249 -5.50631 -16.32543 -0.03 0.30 0.13
H 3.87759 -7.88316 -15.67385 0.02 -0.03 0.15
H 4.51281 -7.55253 -17.26584 0.31 -0.30 -0.11
H 5.64127 -7.94706 -15.89871 -0.03 0.02 -0.15
C 10.80048 1.24892 -10.91701 -0.26 -0.54 -0.77
C 9.63844 0.30401 -11.40023 0.26 0.54 0.83
O 8.44445 1.07955 -11.67471 -1.50 -0.08 0.53
P 6.90799 0.54415 -11.37869 0.00 0.33 -1.31
O 5.85069 1.55123 -11.73192 2.03 -1.44 0.72
O 6.85832 -0.82543 -12.24810 0.06 2.18 1.81
C 6.31840 -2.03233 -11.67706 0.32 -0.99 -0.86
C 5.33679 -2.59350 -12.67871 -0.21 -0.30 0.45
O 6.86258 0.05996 -9.81670 0.26 -0.86 -2.19
C 7.35767 0.86552 -8.78314 0.00 1.34 -0.15
C 6.27335 1.85797 -8.38128 0.16 0.06 1.18
H 11.08834 2.02476 -11.62646 -0.66 0.17 -0.19
H 10.60788 1.71308 -9.94977 -0.25 -0.06 -0.07
H 11.74803 0.71603 -10.83779 -0.20 -0.58 0.24
H 9.87552 -0.31272 -12.26714 0.14 0.31 -0.13
H 9.40785 -0.38962 -10.59165 0.07 -0.11 0.11
H 7.18531 -2.69018 -11.61543 -0.12 -0.25 0.25
H 5.87648 -1.90712 -10.68856 0.06 0.33 -0.12
H 4.89425 -3.48710 -12.23856 -0.19 -0.08 0.02
H 4.55343 -1.85921 -12.86649 -0.06 -0.05 -0.13
H 5.82612 -2.92066 -13.59612 -0.04 0.31 0.07
H 7.72330 0.21325 -7.99007 -0.43 -0.05 0.11
H 8.22719 1.41704 -9.14072 0.20 0.07 0.01
H 6.22014 2.76821 -8.97855 0.05 -0.37 -0.39
H 5.29851 1.37168 -8.34501 0.04 0.00 -0.20
H 6.47433 2.19658 -7.36489 0.05 0.07 0.20
C 8.04875 -6.71069 -18.63117 0.03 0.82 -0.32
C 7.71811 -7.93804 -19.42668 -0.28 0.81 0.38
O 8.36620 -9.03102 -18.81101 -0.39 -2.50 0.34
P 7.94318 -10.50588 -19.28746 -0.95 1.67 -1.03
O 8.57867 -11.61126 -18.60210 0.20 -0.51 0.68
O 6.26392 -10.50770 -19.25709 3.48 0.03 -0.30
C 5.70814 -11.78318 -19.60632 -2.11 0.22 0.74
C 4.38027 -11.87302 -18.80135 0.48 0.01 0.10
O 8.35323 -10.46825 -20.85943 -2.08 0.61 0.70
C 9.69508 -10.59214 -21.24510 1.15 -0.66 0.65
C 9.80477 -11.83658 -22.06685 0.36 -0.41 -0.70
H 7.89480 -6.73834 -17.55246 -0.18 -0.54 -0.14
H 9.08110 -6.39909 -18.79015 -0.03 0.05 -0.07
H 7.38088 -5.93511 -19.00602 0.30 0.35 0.03
H 6.64029 -8.10051 -19.42845 -0.07 -0.09 -0.09
H 8.07433 -7.84464 -20.45258 -0.07 0.02 -0.12
H 5.48743 -11.72402 -20.67210 0.21 -0.50 -0.06
H 6.31195 -12.64353 -19.31768 0.44 0.33 -0.24
H 3.57140 -11.29272 -19.24528 0.03 -0.16 -0.14
H 4.07772 -12.90312 -18.61304 -0.13 -0.07 -0.46
H 4.53095 -11.46973 -17.79997 0.26 0.16 -0.03
H 10.10264 -9.71676 -21.75077 -0.63 0.25 -0.24
H 10.31961 -10.69719 -20.35796 0.09 -0.06 0.16
H 10.78820 -11.89585 -22.53317 0.12 -0.08 0.03
H 9.64791 -12.73391 -21.46828 -0.02 0.10 0.09
H 9.07372 -11.84024 -22.87534 -0.09 0.09 0.00
C 8.57989 -5.01603 -14.41215 0.15 0.03 -0.15
Br 10.53281 -5.41289 -14.20425 1.07 -0.43 -0.32
Br 8.27009 -3.05961 -14.61083 0.00 1.26 -0.31
Br 7.56468 -5.81308 -12.89163 -1.17 -0.74 1.07
H 8.16238 -5.48227 -15.30457 0.27 -0.10 -0.21
```
Forces are in eV/Å.

Values from the calculation:
2S+1 ... 2
Lowest unoccupied orbital energy (alpha / beta) ... 2.2 / 2.2 eV
Kohn-Sham gap (alpha / beta) ... 3.286 / 7.773 eV
Charge ... -1
Highest occupied orbital energy (alpha / beta) ... -0.03969 / -0.20464 hartree

(2)
Molecular formula: C19H46ClN3O12PS
Method: DFT, ωB97M-V with the def2-TZVPD basis set

The geometry in XYZ format:
```
83
Properties=species:S:1:pos:R:3:forces:R:3
O 6.56902 7.12624 2.35629 -1.71 -0.84 -6.93
C 6.39048 7.30327 1.04511 3.92 7.54 3.69
O 6.80377 8.62486 0.46581 -2.57 -7.44 1.81
O 5.77716 6.35638 0.10228 -1.49 1.00 2.70
S 4.29409 5.73691 0.66493 2.40 -4.96 1.81
O 4.68589 4.38567 1.37968 -1.78 5.04 -2.33
O 3.59796 6.67977 1.90157 -0.36 1.08 -0.78
P 3.02647 8.22496 1.30808 -0.03 0.29 -0.81
O 1.32998 8.18914 0.90026 1.59 -1.33 0.73
Cl 3.11484 9.49362 3.06144 -0.63 -1.42 -0.98
H 1.12011 7.47731 0.22560 0.53 0.87 0.93
C -4.11528 2.94293 0.44378 0.35 -0.06 0.34
O -2.86903 2.34494 0.77817 -0.49 0.03 -0.42
C -2.44214 1.37019 -0.18187 0.82 -0.02 0.27
C -1.18603 1.86201 -0.91783 -0.70 0.21 0.02
N -1.50218 2.97700 -1.81611 0.16 -0.12 0.11
C -0.31537 3.64404 -2.36200 -0.23 0.29 0.22
C 0.59944 4.38112 -1.36303 0.13 0.14 -0.58
O -0.00664 5.52857 -0.76466 0.27 -0.36 0.14
C -0.77796 5.24929 0.39585 -0.12 0.37 0.00
H -4.42536 3.57339 1.28107 0.12 -0.10 -0.05
H -4.01695 3.57207 -0.44244 -0.18 0.01 -0.17
H -4.88326 2.17954 0.28074 -0.01 0.06 -0.08
H -3.24014 1.10182 -0.88457 0.06 0.21 0.08
H -2.18320 0.46753 0.38299 -0.07 0.10 -0.16
H -0.76400 1.03636 -1.50118 -0.05 0.05 0.01
H -0.45284 2.16171 -0.16306 0.08 -0.19 0.17
H -2.05161 3.66663 -1.30796 0.15 -0.21 -0.11
H -0.67813 4.37765 -3.09117 0.15 -0.02 0.07
H 0.27969 2.91199 -2.92359 -0.03 0.03 0.17
H 1.45568 4.76215 -1.93190 -0.10 0.00 0.07
H 1.01981 3.71518 -0.60241 -0.17 0.03 0.11
H -0.39037 4.39777 0.96197 -0.05 -0.02 -0.12
H -1.82231 5.08363 0.11916 -0.03 -0.17 0.18
H -0.74927 6.13147 1.04088 0.07 -0.06 -0.07
C -3.74704 -6.12101 0.51016 0.29 -0.05 -0.26
O -3.53818 -5.99015 -0.89048 -0.52 -0.04 0.30
C -4.75981 -5.84634 -1.62600 0.36 0.33 -0.55
C -4.84954 -4.44054 -2.24000 0.00 -0.23 0.70
N -5.05913 -3.42378 -1.20447 0.09 -0.07 -0.24
C -4.91337 -2.04922 -1.69517 0.26 -0.08 0.26
C -3.51492 -1.62137 -2.18445 -0.28 0.44 0.26
O -2.53507 -1.55872 -1.14618 -0.24 -0.34 -0.60
C -1.88518 -2.79306 -0.87460 0.18 0.29 0.33
H -2.78585 -6.35050 0.97721 -0.08 0.04 -0.16
H -4.12133 -5.18777 0.93424 -0.16 -0.01 0.16
H -4.44237 -6.93887 0.72639 -0.02 0.09 0.05
H -5.64172 -6.07511 -1.01566 0.17 0.16 0.08
H -4.72305 -6.57951 -2.43965 -0.03 0.06 0.04
H -5.68308 -4.41031 -2.95021 0.03 0.04 0.06
H -3.92125 -4.25623 -2.78897 0.04 -0.18 -0.20
H -4.38553 -3.56942 -0.45565 -0.18 0.01 -0.21
H -5.19615 -1.39076 -0.86576 0.09 0.03 -0.14
H -5.64426 -1.87601 -2.49591 0.13 -0.09 0.02
H -3.60699 -0.59767 -2.56590 0.03 -0.06 0.06
H -3.15864 -2.22237 -3.02742 0.05 -0.16 0.12
H -1.79418 -3.42344 -1.76350 -0.12 0.00 0.04
H -2.41193 -3.32514 -0.07830 0.05 -0.24 -0.10
H -0.87974 -2.57170 -0.50689 -0.06 0.02 -0.08
C 1.78022 -1.00159 -0.26069 -0.19 -0.19 0.10
O 1.85836 -2.42066 -0.20909 0.30 0.28 -0.28
C 3.01411 -2.94076 -0.87827 -0.01 -0.60 0.39
C 3.97819 -3.57319 0.13757 -0.20 0.73 -0.08
N 4.61217 -2.54873 0.97338 -0.13 -0.34 -0.02
C 5.35365 -3.09900 2.11305 -0.27 0.26 0.10
C 4.53675 -3.83283 3.19578 0.46 0.31 0.22
O 3.65878 -2.97960 3.93279 0.00 -0.53 -0.43
C 2.38533 -2.78532 3.33256 0.12 0.29 0.33
H 0.81678 -0.69876 0.15740 0.07 -0.12 -0.03
H 2.57241 -0.54861 0.33775 0.08 0.19 -0.10
H 1.83786 -0.64481 -1.29438 0.06 0.06 0.07
H 3.51650 -2.18203 -1.49028 -0.06 0.04 0.25
H 2.65710 -3.72588 -1.55431 0.05 0.03 0.03
H 4.75261 -4.13118 -0.40004 -0.01 0.05 0.05
H 3.40519 -4.27804 0.74743 -0.13 -0.22 -0.14
H 3.89464 -1.92187 1.33097 0.21 -0.14 -0.13
H 5.86325 -2.25405 2.59037 -0.05 -0.17 0.04
H 6.13961 -3.76806 1.73886 -0.16 0.00 0.00
H 5.25232 -4.22413 3.92843 -0.07 0.09 -0.03
H 4.00308 -4.70545 2.80531 -0.17 0.10 -0.10
H 2.05357 -3.65697 2.76161 0.09 0.05 -0.08
H 2.40306 -1.89483 2.69902 -0.19 -0.12 -0.15
H 1.66048 -2.60171 4.13006 0.12 -0.04 -0.01
```
Forces are in eV/Å.

Values from the calculation:
Lowest unoccupied orbital energy ... 1.8 eV
Kohn-Sham gap ... 6.226 eV
Charge ... -1
Highest occupied orbital energy ... -0.16426 hartree

(3)
Molecular formula: C19H46N6O13SZn
Method: DFT, ωB97M-V with the def2-TZVPD basis set

The geometry in XYZ format:
```
86
Properties=species:S:1:pos:R:3:forces:R:3
C -4.41267 -2.41821 1.51363 0.29 -0.95 -0.34
C -5.21843 -3.66077 1.70275 -0.31 0.74 -0.36
O -6.39655 -3.68733 1.83837 -0.03 -0.52 0.10
N -4.49093 -4.99123 1.68207 -0.67 0.11 1.13
H -3.70489 -4.90410 2.35194 1.05 0.53 -0.38
H -5.07882 -5.60926 2.25454 -0.41 -0.11 -0.69
C -4.24989 -5.53922 0.30743 -0.28 -0.27 0.75
H -4.31817 -1.97768 2.50674 0.08 0.35 -0.17
H -4.94567 -1.81596 0.78249 -0.10 0.34 0.34
H -3.42105 -2.63941 1.12217 0.06 0.07 0.22
H -3.53259 -4.94082 -0.24286 0.22 -0.05 0.22
H -5.20483 -5.54352 -0.21195 -0.02 -0.01 0.02
H -3.92759 -6.55945 0.49325 0.30 0.02 -0.51
Zn -1.64712 -0.74700 4.36432 -0.06 -0.42 -1.39
C -1.30789 0.38906 0.58322 -0.94 -0.43 -0.56
C -1.47565 0.10321 2.04453 -0.22 -0.14 0.82
O -2.59511 -0.18652 2.56189 -0.28 0.37 -0.87
O -0.48980 0.08007 2.82619 1.36 0.42 0.59
H -2.16350 0.98654 0.26596 0.05 -0.01 -0.11
H -1.39302 -0.57212 0.06710 -0.19 -0.03 0.04
H -0.40033 0.82619 0.18336 0.25 0.16 0.78
S -2.13625 -3.29754 4.61265 0.04 -0.78 2.01
O -2.67771 -3.99573 3.42598 -0.27 -0.33 -0.51
O -2.99910 -2.09720 4.84599 -1.84 1.04 0.75
O -2.04084 -4.16168 5.77723 -0.03 0.65 -1.30
O -0.87181 -2.57592 4.27879 1.60 -0.59 -0.56
O -6.41632 3.87906 -0.96061 -0.71 -0.42 0.02
C -6.24948 2.67155 -0.92231 1.63 1.23 0.29
N -7.18104 1.76228 -1.25274 -0.64 -0.13 -0.01
C -4.84865 2.16453 -0.60356 -0.49 -0.33 0.28
H -8.12186 2.10247 -1.36912 0.01 -0.14 -0.13
H -7.01274 0.77962 -1.16415 -0.04 -0.05 0.07
H -4.36051 2.84270 0.09050 -0.08 0.31 -0.23
H -4.32544 2.16478 -1.56017 0.31 -0.25 0.17
H -4.84799 1.19681 -0.09376 0.04 -0.21 -0.44
O -1.34409 3.11083 -2.87102 0.06 -0.42 0.15
C -0.27187 2.89838 -2.32335 -0.97 1.36 -0.53
N 0.77930 2.35555 -2.96739 0.93 -0.49 0.43
C -0.03305 3.34028 -0.89379 0.97 -1.19 0.47
H 0.69321 1.92718 -3.87175 -0.38 0.24 -0.11
H 1.63277 2.14635 -2.46020 -0.08 -0.01 0.04
H 0.64521 2.58228 -0.47983 -0.07 0.10 0.32
H -0.94821 3.32571 -0.31101 -0.12 0.18 -0.20
H 0.51288 4.26838 -0.73262 -0.27 0.25 -0.53
O 0.17328 -5.49362 -0.13709 0.02 -0.05 0.61
C -0.34338 -4.83506 0.76034 0.10 -0.69 -1.86
N -0.88699 -5.36452 1.87609 -0.76 0.92 0.17
C -0.45103 -3.34553 0.57889 -1.11 1.14 1.16
H -1.55544 -4.77372 2.40225 0.88 -0.57 0.16
H -0.88683 -6.35879 2.01899 0.22 -0.07 -0.14
H -0.76331 -2.97581 -0.39633 0.61 -0.69 -0.44
H 0.46766 -2.86102 0.90501 0.08 -0.01 -0.18
H -1.24536 -2.92195 1.21231 0.31 -0.16 0.42
O 4.61681 -0.68741 2.12325 -0.45 -0.37 0.19
C 3.57058 -0.29428 2.62359 1.59 0.84 -0.15
N 2.37668 -0.87885 2.43557 -0.41 -0.04 0.05
C 3.62784 0.94804 3.49899 -0.24 0.37 -0.29
H 1.55438 -0.29252 2.44362 -0.32 -0.37 0.37
H 2.36927 -1.72944 1.89664 -0.03 0.09 -0.14
H 4.04996 1.77803 2.92828 -0.01 -0.15 -0.22
H 4.35111 0.78616 4.29598 -0.24 -0.20 0.16
H 2.66292 1.29022 3.87497 0.03 -0.23 0.20
C 2.85361 0.19339 -0.76917 0.36 -0.29 0.23
O 3.14060 1.47848 -1.28523 -1.12 0.39 -0.22
C 3.79788 2.29879 -0.35233 0.53 0.22 0.56
C 4.08862 3.70389 -0.85695 0.73 -0.39 -0.38
N 4.98574 3.76966 -2.01579 -0.35 -0.46 -0.11
C 4.28612 3.75278 -3.29470 0.40 0.59 -0.26
C 5.29059 3.74178 -4.43589 -0.90 0.88 -0.06
O 5.79179 2.43780 -4.59713 -0.08 0.40 -0.69
C 6.59598 2.34133 -5.75486 0.23 -0.35 -0.08
H 2.23446 0.18136 0.13277 0.11 0.55 0.14
H 3.81399 -0.26459 -0.52096 -0.18 -0.45 0.03
H 2.28109 -0.40027 -1.48009 0.35 0.17 -0.44
H 4.73863 1.79719 -0.08228 0.12 0.15 0.00
H 3.26691 2.42916 0.60376 -0.43 -0.36 -0.16
H 4.59931 4.19783 -0.02534 -0.20 0.12 0.08
H 3.18521 4.26810 -1.09486 -0.10 -0.08 0.11
H 5.57578 2.94122 -2.02947 0.14 0.13 0.26
H 3.70081 4.67325 -3.38881 0.00 -0.01 0.11
H 3.59116 2.91595 -3.42734 0.09 -0.09 0.02
H 6.06539 4.51074 -4.31588 0.39 -0.39 0.61
H 4.77389 4.17102 -5.30967 -0.16 -0.87 -0.39
H 6.97027 1.31981 -5.79736 0.32 0.12 0.19
H 7.39770 3.08374 -5.72054 0.25 -0.18 0.05
H 6.08436 2.48454 -6.71417 -0.53 0.24 0.26
```
Forces are in eV/Å.

Values from the calculation:
Lowest unoccupied orbital energy ... -1.0 eV
Kohn-Sham gap ... 7.853 eV
Highest occupied orbital energy ... -0.32709 hartree